No. 1
{
  "formula": "C24H66InNO19P5",
  "method": "the ωB97M-V functional and the def2-TZVPD basis",
  "homo_ev": -4.62,
  "total_charge": -1,
  "species": ["N", "In", "P", "O", "O", "O", "H", "H", "H", "H", "H", "H", "O", "P", "O", "C", "C", "O", "C", "C", "O", "C", "C", "H", "H", "H", "H", "H", "H", "H", "H", "H", "H", "H", "H", "H", "H", "H", "O", "P", "O", "C", "C", "O", "C", "C", "O", "C", "C", "H", "H", "H", "H", "H", "H", "H", "H", "H", "H", "H", "H", "H", "H", "H", "O", "P", "O", "C", "C", "O", "C", "C", "O", "C", "C", "H", "H", "H", "H", "H", "H", "H", "H", "H", "H", "H", "H", "H", "H", "H", "O", "P", "O", "C", "C", "O", "C", "C", "O", "C", "C", "H", "H", "H", "H", "H", "H", "H", "H", "H", "H", "H", "H", "H", "H", "H"],
  "xyz": [[0.60, 3.67, 4.72], [0.38, 5.78, 4.41], [-2.17, 6.16, 4.39], [-2.61, 7.45, 3.84], [-2.82, 4.99, 3.44], [-2.87, 5.94, 5.86], [0.25, 3.16, 3.91], [-0.02, 3.45, 5.50], [1.05, 6.32, 2.88], [1.11, 6.54, 5.83], [-3.06, 4.21, 3.97], [-2.34, 5.33, 6.40], [1.62, 2.82, 0.03], [3.01, 2.70, -0.42], [3.43, 1.15, -0.49], [2.57, 0.25, -1.19], [2.71, 0.37, -2.69], [3.94, 3.19, 0.78], [3.39, 3.78, 1.97], [3.22, 2.74, 3.05], [3.99, 3.32, -1.54], [3.49, 3.93, -2.74], [2.22, 4.73, -2.53], [1.53, 0.39, -0.88], [2.86, -0.76, -0.88], [2.30, 1.33, -3.04], [2.17, -0.42, -3.20], [3.76, 0.34, -2.98], [2.45, 4.29, 1.75], [4.09, 4.55, 2.30], [2.66, 1.88, 2.70], [2.70, 3.16, 3.91], [4.20, 2.37, 3.38], [3.35, 3.16, -3.51], [4.29, 4.59, -3.10], [1.39, 4.08, -2.26], [1.95, 5.26, -3.45], [2.35, 5.46, -1.73], [0.22, -3.70, 3.85], [0.32, -2.49, 4.66], [-1.14, -2.09, 5.23], [-1.94, -3.07, 5.87], [-1.46, -3.38, 7.28], [0.57, -1.27, 3.67], [0.80, -1.45, 2.27], [-0.49, -1.32, 1.49], [1.26, -1.87, 5.80], [2.11, -2.66, 6.64], [2.75, -3.83, 5.92], [-1.98, -3.98, 5.27], [-2.95, -2.66, 5.91], [-0.50, -3.91, 7.25], [-2.17, -4.01, 7.80], [-1.31, -2.46, 7.84], [1.28, -2.41, 2.08], [1.50, -0.67, 1.96], [-1.27, -1.97, 1.89], [-0.34, -1.56, 0.44], [-0.87, -0.30, 1.55], [1.55, -3.00, 7.51], [2.88, -1.99, 7.01], [2.00, -4.57, 5.62], [3.46, -4.33, 6.57], [3.27, -3.50, 5.02], [1.45, -2.35, -7.88], [2.04, -1.96, -6.60], [1.00, -2.17, -5.40], [0.33, -3.42, -5.25], [1.24, -4.49, -4.69], [2.11, -0.35, -6.60], [1.77, 0.42, -7.75], [0.32, 0.86, -7.70], [3.43, -2.09, -5.83], [4.38, -3.14, -6.10], [4.48, -3.51, -7.57], [-0.10, -3.73, -6.21], [-0.50, -3.24, -4.57], [2.00, -4.78, -5.42], [0.67, -5.39, -4.44], [1.75, -4.13, -3.80], [1.98, -0.13, -8.67], [2.42, 1.30, -7.74], [-0.34, 0.01, -7.54], [0.03, 1.36, -8.63], [0.16, 1.56, -6.87], [4.14, -4.02, -5.50], [5.35, -2.77, -5.75], [3.55, -3.96, -7.92], [5.28, -4.23, -7.73], [4.67, -2.62, -8.17], [-3.40, -0.72, 0.21], [-4.78, -0.31, -0.02], [-5.80, -1.34, 0.70], [-5.59, -1.66, 2.08], [-6.02, -0.54, 3.00], [-5.11, -0.68, -1.57], [-4.09, -1.14, -2.46], [-4.05, -2.65, -2.50], [-5.67, 1.00, -0.06], [-5.31, 2.22, 0.65], [-3.82, 2.50, 0.66], [-4.54, -1.92, 2.25], [-6.19, -2.55, 2.27], [-5.34, 0.32, 2.91], [-6.00, -0.86, 4.04], [-7.02, -0.20, 2.75], [-3.12, -0.73, -2.19], [-4.35, -0.75, -3.45], [-3.97, -3.08, -1.50], [-3.21, -3.00, -3.10], [-4.97, -3.05, -2.94], [-5.70, 2.17, 1.67], [-5.84, 3.03, 0.15], [-3.28, 1.74, 1.23], [-3.62, 3.46, 1.12], [-3.42, 2.49, -0.36]],
  "lowdin_charge": [-0.243, 0.318, 0.301, -0.410, -0.260, -0.242, -0.061, -0.085, -0.132, -0.150, 0.041, 0.038, -0.204, 0.432, -0.183, -0.285, -0.065, -0.192, -0.264, -0.080, -0.168, -0.268, -0.086, 0.107, 0.116, 0.063, 0.070, 0.088, 0.081, 0.116, 0.069, 0.035, 0.072, 0.097, 0.115, 0.067, 0.078, 0.090, -0.217, 0.430, -0.178, -0.284, -0.076, -0.178, -0.269, -0.077, -0.156, -0.259, -0.089, 0.110, 0.115, 0.060, 0.076, 0.086, 0.104, 0.110, 0.070, 0.074, 0.075, 0.101, 0.120, 0.065, 0.078, 0.087, -0.212, 0.428, -0.185, -0.270, -0.071, -0.194, -0.283, -0.072, -0.166, -0.255, -0.087, 0.113, 0.113, 0.062, 0.080, 0.086, 0.104, 0.116, 0.076, 0.076, 0.077, 0.103, 0.120, 0.067, 0.080, 0.087, -0.206, 0.442, -0.184, -0.278, -0.072, -0.193, -0.284, -0.073, -0.164, -0.241, -0.074, 0.109, 0.115, 0.064, 0.077, 0.085, 0.105, 0.115, 0.076, 0.064, 0.075, 0.102, 0.119, 0.068, 0.079, 0.089]
}



No. 2
{
  "formula": "C2H14O4S",
  "method": "the ωB97M-V functional and the def2-TZVPD basis",
  "relative_energy_kj_mol": 101.81,
  "homo_ev": -8.72,
  "smiles": "CSC.O.O.O.O",
  "species": ["C", "S", "C", "H", "H", "H", "H", "H", "H", "O", "H", "H", "O", "H", "H", "O", "H", "H", "O", "H", "H"],
  "xyz": [[-1.22, -0.57, -3.19], [-2.35, -1.25, -1.95], [-1.53, -2.03, -0.56], [-1.50, -0.88, -4.20], [-0.17, -0.80, -3.04], [-1.20, 0.54, -3.19], [-2.07, -1.96, 0.37], [-1.32, -3.11, -0.69], [-0.49, -1.70, -0.45], [0.29, 2.00, 2.83], [-0.49, 2.12, 2.26], [0.05, 1.23, 3.36], [2.63, 1.10, 2.07], [3.40, 1.64, 1.89], [1.92, 1.76, 2.23], [-1.98, 1.33, 1.06], [-1.97, 0.84, 0.20], [-1.99, 2.19, 0.63], [3.15, -1.18, 0.07], [3.90, -0.78, -0.38], [2.93, -0.48, 0.70]],
  "nbo_charge": [-0.754, 0.162, -0.775, 0.230, 0.234, 0.215, 0.237, 0.219, 0.239, -0.962, 0.497, 0.485, -0.986, 0.461, 0.506, -0.948, 0.484, 0.464, -0.956, 0.457, 0.493]
}